Below is a structure of composition C16H17Cl2N2O3PdS, with properties calculated with wB97M-V/def2-TZVPD.

The frontier orbital gap (spin up / spin down) is 6.2040 / 7.4949 eV. As for the energy above the lowest of the compared OMol25 structures with the same formula, charge and spin: 0.0 kcal/mol. As for the spin multiplicity: 3. The net charge is -1. The value obtained for the LUMO energy (spin up / spin down) is 2.9399 / 2.9128 eV.

CARTESIAN COORDINATES (ANGSTROEM)
Pd -0.181 -0.677 -0.208
O 1.991 -1.103 0.131
N 2.508 -0.488 1.175
C 3.839 -0.250 1.126
C 4.509 0.361 2.150
C 3.773 0.752 3.273
C 2.428 0.509 3.308
C 1.740 -0.126 2.249
S 0.067 -0.453 2.299
H 4.292 -0.591 0.209
H 5.571 0.534 2.061
H 4.258 1.247 4.105
H 1.828 0.804 4.157
C -3.121 -1.073 0.644
N -2.478 -0.356 -0.453
C -2.838 -0.946 -1.739
C -2.749 1.094 -0.421
C -1.512 1.969 -0.538
C -1.690 3.349 -0.615
C -0.595 4.196 -0.697
C 0.685 3.648 -0.708
C 0.846 2.270 -0.637
C -0.241 1.397 -0.546
H -4.219 -1.017 0.577
H -2.804 -0.643 1.593
H -2.802 -2.114 0.615
H -3.915 -0.829 -1.939
H -2.579 -2.003 -1.731
H -2.265 -0.469 -2.532
H -3.280 1.327 0.506
H -3.442 1.336 -1.236
H -2.694 3.770 -0.607
H -0.736 5.269 -0.752
H 1.552 4.297 -0.772
H 1.853 1.859 -0.651
Cl 2.247 -4.247 -2.523
C 0.536 -4.371 -2.058
Cl -0.454 -4.914 -3.451
C -0.001 -3.044 -1.503
O 0.093 -2.018 -2.205
O -0.480 -3.112 -0.350
H 0.460 -5.144 -1.305

Atom charges from the natural (NBO) analysis, given in e for atoms 1 to 5:
1. Pd 1.02
2. O -0.61
3. N 0.02
4. C 0.02
5. C -0.29

=====

Below is a cluster of 2 separate species, C16H17Cl4NO2 in total, with properties calculated with wB97M-V/def2-TZVPD.

The frontier orbital gap is 4.5229 eV. The value obtained for the LUMO energy is -2.5046 eV.

CARTESIAN COORDINATES (ANGSTROEM)
Cl 0.694 -0.045 2.144
C 1.610 -1.438 2.549
C 0.935 -2.632 2.741
Cl -0.754 -2.736 2.601
C 1.619 -3.865 3.099
O 1.041 -4.914 3.360
C 3.177 -3.795 3.127
O 3.825 -4.832 3.158
C 3.768 -2.466 3.053
Cl 5.459 -2.399 3.249
C 3.029 -1.346 2.703
Cl 3.811 0.165 2.433
C 0.977 2.882 0.679
C -0.506 3.234 0.537
C -1.413 2.135 -0.026
C -0.712 1.124 -0.901
N -1.502 0.403 -1.724
C -2.942 0.431 -1.618
C -3.449 -0.600 -2.629
C -2.220 -1.091 -3.414
C -1.003 -0.315 -2.878
C 0.658 0.988 -0.898
C 1.546 2.107 -0.529
H 1.539 3.803 0.855
H 1.084 2.263 1.584
H -0.916 3.540 1.509
H -0.630 4.094 -0.129
H -1.941 1.631 0.804
H -2.188 2.642 -0.614
H -3.273 0.210 -0.593
H -3.370 1.414 -1.866
H -3.927 -1.435 -2.106
H -4.182 -0.129 -3.292
H -2.079 -2.164 -3.246
H -2.329 -0.903 -4.487
H -0.629 0.364 -3.664
H -0.163 -0.965 -2.596
H 1.138 0.121 -1.334
H 1.678 2.801 -1.379
H 2.537 1.718 -0.260

Atom charges from the natural (NBO) analysis, given in e for atoms 1 to 5:
1. Cl 0.12
2. C -0.04
3. C -0.16
4. Cl 0.10
5. C 0.42

=====

Below is an isolated molecule of C16H17ClF9O6PS, with properties calculated with wB97M-V/def2-TZVPD.

The frontier orbital gap is 9.4333 eV. As for the energy above the lowest of the compared OMol25 structures with the same formula, charge and spin: 0.0 kcal/mol. The value obtained for the LUMO energy is 0.3270 eV.

CARTESIAN COORDINATES (ANGSTROEM)
O -0.826 -0.110 3.422
C 0.047 -0.182 2.600
O 0.742 -1.324 2.289
C 1.401 -1.130 1.024
C 0.653 -1.645 -0.221
C -0.852 -1.989 -0.001
C -1.704 -1.408 -1.166
C -3.205 -1.406 -0.780
C -4.038 -0.288 -1.379
F -3.890 -0.389 -2.741
F -5.346 -0.523 -1.167
C -3.659 1.183 -1.061
F -2.555 1.585 -1.690
F -4.636 1.942 -1.583
S -3.495 1.661 0.760
F -2.155 0.820 0.880
F -4.408 0.464 1.244
F -4.781 2.596 0.698
F -2.622 2.937 0.341
F -3.304 2.088 2.271
C 2.656 -2.020 1.211
O 3.494 -2.014 0.066
O 3.925 -3.357 -0.101
C 1.685 0.375 1.152
C 2.045 1.031 -0.173
C 3.309 0.922 -0.699
C 3.630 1.482 -1.910
C 2.649 2.149 -2.606
C 1.394 2.272 -2.073
C 1.066 1.720 -0.862
P 3.131 0.906 2.269
O 2.632 0.678 3.809
Cl 3.248 2.983 2.064
O 0.489 0.846 1.794
H 1.149 -2.573 -0.516
H 0.720 -0.979 -1.084
H -1.261 -1.619 0.942
H -0.947 -3.078 0.006
H -1.305 -0.436 -1.465
H -1.570 -2.080 -2.020
H -3.298 -1.487 0.306
H -3.639 -2.338 -1.161
H 3.203 -1.763 2.127
H 2.305 -3.048 1.347
H 3.899 -3.538 -1.051
H 4.058 0.368 -0.142
H 4.643 1.370 -2.279
H 2.849 2.586 -3.579
H 0.630 2.808 -2.629
H 0.058 1.824 -0.473
H 1.789 1.130 3.991

Atom charges from the Mulliken analysis, given in e for atoms 1 to 5:
1. O -0.56
2. C 0.20
3. O -0.46
4. C 1.52
5. C -1.29

=====

no.,DFT total energy (a.u.)
1,-2401.59166
2,-2665.80072
3,-3169.75332